# 1
Entry from the OMol25 dataset: 4 unconnected molecules or ions with the total composition C31H71Cl2O7P2S in a non-equilibrium geometry (ωB97M-V with the def2-TZVPD basis set).

Charge: +1
LUMO: -2.913 eV
Gap between HOMO and LUMO: 7.15 eV
Energy: -3751.326422 Eh

CARTESIAN COORDINATES (ANGSTROEM)
C (7.494, 0.122, 4.022)
C (6.969, -1.287, 4.324)
P (7.554, -2.617, 3.190)
C (8.982, -2.084, 2.152)
C (10.229, -2.870, 2.544)
P (5.951, -3.101, 1.803)
S (6.693, -4.830, 0.884)
C (4.417, -3.578, 2.675)
C (3.242, -2.596, 2.780)
C (3.394, -1.581, 3.910)
C (2.089, -1.001, 4.537)
C (0.803, -1.009, 3.715)
C (0.850, -0.216, 2.406)
C (-0.380, 0.675, 2.222)
C (-1.621, -0.101, 1.778)
C (-1.667, -0.463, 0.299)
C (-1.048, -1.812, -0.078)
C (-1.423, -2.955, 0.834)
O (-1.197, -4.192, 0.164)
C (-0.383, -5.112, 0.853)
C (5.824, -1.859, 0.431)
Cl (5.061, -0.358, 0.977)
C (5.284, -2.366, -0.899)
C (5.613, -1.374, -2.006)
Cl (3.526, -2.603, -0.870)
H (7.297, 0.729, 4.895)
H (6.983, 0.559, 3.174)
H (8.567, 0.094, 3.892)
H (5.891, -1.257, 4.418)
H (7.348, -1.570, 5.297)
H (8.749, -2.360, 1.126)
H (9.147, -1.014, 2.143)
H (9.989, -3.913, 2.680)
H (10.694, -2.461, 3.432)
H (10.947, -2.811, 1.736)
H (5.540, -5.237, 0.320)
H (4.069, -4.515, 2.258)
H (4.725, -3.803, 3.692)
H (2.378, -3.204, 3.015)
H (3.001, -2.089, 1.860)
H (4.044, -0.755, 3.644)
H (3.901, -2.107, 4.718)
H (1.927, -1.514, 5.476)
H (2.295, 0.031, 4.799)
H (0.482, -2.035, 3.568)
H (0.037, -0.566, 4.344)
H (1.784, 0.334, 2.310)
H (0.847, -0.930, 1.590)
H (-0.156, 1.371, 1.421)
H (-0.569, 1.205, 3.149)
H (-2.461, 0.564, 1.957)
H (-1.788, -0.954, 2.430)
H (-2.707, -0.504, -0.006)
H (-1.201, 0.293, -0.324)
H (0.027, -1.716, -0.140)
H (-1.395, -2.077, -1.071)
H (-0.822, -2.890, 1.739)
H (-2.473, -2.910, 1.121)
H (0.658, -5.033, 0.530)
H (-0.440, -5.005, 1.934)
H (-0.726, -6.112, 0.615)
H (6.848, -1.573, 0.228)
H (5.757, -3.298, -1.174)
H (6.680, -1.342, -2.199)
H (5.226, -0.388, -1.787)
H (5.122, -1.716, -2.907)
C (-7.793, -0.286, -2.755)
O (-7.087, 0.220, -3.875)
C (-6.128, 1.211, -3.533)
C (-4.727, 0.644, -3.498)
O (-4.562, -0.309, -2.456)
C (-4.621, -1.648, -2.913)
H (-8.319, -1.184, -3.073)
H (-7.119, -0.543, -1.934)
H (-8.527, 0.446, -2.403)
H (-6.378, 1.673, -2.573)
H (-6.172, 1.987, -4.304)
H (-4.024, 1.461, -3.305)
H (-4.471, 0.203, -4.466)
H (-3.694, -1.918, -3.433)
H (-5.470, -1.811, -3.581)
H (-4.732, -2.292, -2.042)
C (-2.379, 3.849, 3.692)
O (-0.978, 3.722, 3.871)
C (-0.222, 4.313, 2.825)
C (0.322, 5.669, 3.220)
O (-0.713, 6.616, 3.411)
C (-1.032, 6.840, 4.774)
H (-2.858, 3.586, 4.634)
H (-2.661, 4.869, 3.425)
H (-2.729, 3.160, 2.914)
H (-0.823, 4.394, 1.914)
H (0.618, 3.641, 2.618)
H (0.956, 6.041, 2.409)
H (0.940, 5.583, 4.119)
H (-0.259, 7.451, 5.252)
H (-1.144, 5.902, 5.323)
H (-1.975, 7.382, 4.808)
C (-8.706, 3.147, -9.205)
O (-7.447, 2.677, -9.656)
C (-6.350, 3.386, -9.104)
C (-5.705, 2.626, -7.965)
O (-6.574, 2.503, -6.851)
C (-7.204, 1.231, -6.763)
H (-9.455, 2.409, -9.488)
H (-8.726, 3.273, -8.120)
H (-8.953, 4.100, -9.685)
H (-6.662, 4.379, -8.768)
H (-5.613, 3.515, -9.903)
H (-4.823, 3.181, -7.630)
H (-5.374, 1.640, -8.307)
H (-6.493, 0.480, -6.407)
H (-7.616, 0.917, -7.724)
H (-8.012, 1.308, -6.041)

=====

# 2
Entry from the OMol25 dataset: a molecular structure, C5H5FLiO3Tl in a non-equilibrium geometry (ωB97M-V with the def2-TZVPD basis set).

LUMO: -0.036 eV
Gap between HOMO and LUMO: 7.46 eV
Energy: -699.052418 Eh

CARTESIAN COORDINATES (ANGSTROEM)
C (3.155, 0.634, 0.809)
C (2.075, 1.483, 0.994)
O (-0.204, 2.085, 0.805)
C (0.700, 1.207, 0.647)
O (3.172, -0.537, 0.305)
H (4.134, 1.045, 1.128)
H (2.280, 2.464, 1.423)
C (-3.771, -0.260, -0.953)
C (-3.471, -0.702, 0.266)
O (0.341, 0.068, 0.137)
Tl (1.922, -1.489, -0.361)
Li (-1.475, 0.794, 0.102)
F (-3.447, -0.952, -2.051)
H (-4.319, 0.657, -1.183)
H (-2.967, -1.658, 0.417)
H (-3.804, -0.119, 1.126)

=====

# 3
Entry from the OMol25 dataset: C2H4FN in the gas phase in a non-equilibrium geometry (ωB97M-V with the def2-TZVPD basis set).

LUMO (spin up / spin down): 0.181 / 0.165 eV
Gap between HOMO and LUMO (spin up / spin down): 10.24 / 9.13 eV
Energy: -233.026480 Eh

CARTESIAN COORDINATES (ANGSTROEM)
C (-1.020, -0.381, 0.130)
C (0.260, 0.281, 0.043)
N (-2.501, 0.565, 0.056)
F (-3.503, -0.340, 0.087)
H (-1.215, -1.434, 0.186)
H (0.161, 1.361, 0.132)
H (0.726, 0.048, -0.922)
H (0.932, -0.102, 0.816)

=====

# 4
Entry from the OMol25 dataset: C21H27ClN2O4 in the gas phase (ωB97M-V with the def2-TZVPD basis set).

LUMO: 0.508 eV
Gap between HOMO and LUMO: 8.69 eV
Energy: -1687.085694 Eh

CARTESIAN COORDINATES (ANGSTROEM)
C (-0.419, 4.107, 0.267)
C (0.622, 3.038, -0.028)
O (0.109, 1.803, 0.436)
C (0.862, 0.681, 0.264)
C (2.109, 0.641, -0.332)
C (2.813, -0.553, -0.479)
C (2.231, -1.713, 0.004)
C (0.977, -1.706, 0.602)
C (0.285, -0.518, 0.737)
O (-0.937, -0.389, 1.324)
C (-1.750, -1.530, 1.479)
H (-1.484, -2.087, 2.389)
C (-3.220, -1.100, 1.570)
O (-4.119, -1.904, 1.449)
N (-3.389, 0.209, 1.827)
H (-2.555, 0.781, 1.805)
C (-4.646, 0.872, 1.582)
H (-4.885, 1.531, 2.423)
H (-5.404, 0.089, 1.509)
C (-4.583, 1.679, 0.272)
C (-4.105, 0.786, -0.839)
C (-4.991, -0.047, -1.508)
C (-4.534, -0.936, -2.464)
C (-3.182, -1.008, -2.757)
C (-2.292, -0.179, -2.098)
C (-2.752, 0.715, -1.147)
H (-2.048, 1.351, -0.631)
H (-1.234, -0.231, -2.317)
H (-2.825, -1.711, -3.496)
H (-5.232, -1.583, -2.974)
H (-6.044, -0.005, -1.272)
H (-3.894, 2.517, 0.402)
H (-5.576, 2.075, 0.053)
H (-1.666, -2.204, 0.620)
H (0.562, -2.631, 0.967)
Cl (3.061, -3.232, -0.117)
C (4.205, -0.534, -1.061)
N (5.252, -0.553, -0.048)
H (5.143, -1.387, 0.520)
C (5.291, 0.618, 0.811)
C (5.841, 1.836, 0.063)
O (4.789, 2.520, -0.594)
H (5.163, 3.257, -1.089)
H (6.324, 2.512, 0.783)
H (6.591, 1.493, -0.660)
H (4.308, 0.886, 1.227)
H (5.968, 0.392, 1.637)
H (4.360, -1.408, -1.698)
H (4.336, 0.368, -1.659)
H (2.577, 1.541, -0.694)
H (1.565, 3.270, 0.483)
H (0.813, 2.983, -1.108)
H (-1.340, 3.893, -0.270)
H (-0.047, 5.079, -0.044)
H (-0.634, 4.132, 1.332)

=====

# 5
Entry from the OMol25 dataset: 4 unconnected molecules or ions with the total composition C29H33BF4N3O14 in a non-equilibrium geometry (ωB97M-V with the def2-TZVPD basis set).

Charge: -1
LUMO: 2.141 eV
Gap between HOMO and LUMO: 7.33 eV
Energy: -2766.984395 Eh

CARTESIAN COORDINATES (ANGSTROEM)
C (1.402, 0.291, 5.335)
C (0.482, 0.318, 4.559)
C (-0.630, 0.640, 3.617)
C (-0.195, 0.424, 2.168)
C (0.688, 1.328, 1.597)
C (1.226, 2.546, 2.334)
N (0.534, 3.829, 1.989)
C (1.122, 1.095, 0.238)
C (2.106, 2.047, -0.442)
C (3.570, 1.508, -0.400)
C (3.850, 0.427, 0.633)
F (3.982, 1.068, -1.658)
C (0.675, -0.019, -0.446)
B (1.169, -0.289, -1.931)
O (1.999, -1.332, -2.247)
O (0.750, 0.533, -2.990)
C (-0.663, 0.528, -3.184)
C (-1.399, 1.660, -2.433)
C (-0.223, -0.963, 0.145)
N (-0.582, -2.045, -0.610)
C (-1.406, -2.836, 0.036)
C (-1.822, -4.152, -0.649)
O (-1.132, -5.123, -0.271)
O (-2.765, -4.188, -1.459)
C (-1.914, -2.588, 1.370)
C (-2.875, -3.567, 2.005)
C (-4.215, -3.650, 1.250)
O (-4.306, -2.570, 0.321)
N (-1.555, -1.549, 2.081)
C (-0.669, -0.714, 1.455)
H (2.076, 0.184, 6.152)
H (-1.449, -0.035, 3.867)
H (-0.942, 1.669, 3.748)
H (1.261, 2.404, 3.413)
H (2.269, 2.642, 2.014)
H (1.205, 4.396, 1.487)
H (-0.225, 3.594, 1.366)
H (1.797, 2.270, -1.466)
H (2.123, 3.002, 0.083)
H (4.221, 2.357, -0.158)
H (3.621, 0.760, 1.645)
H (3.361, -0.515, 0.394)
H (4.928, 0.220, 0.608)
H (1.947, -1.427, -3.206)
H (-1.128, -0.420, -2.897)
H (-0.833, 0.689, -4.251)
H (-1.701, 2.470, -3.108)
H (-2.322, 1.257, -2.005)
H (-0.804, 2.099, -1.633)
H (-2.411, -4.544, 2.153)
H (-3.099, -3.198, 3.013)
H (-5.089, -3.595, 1.909)
H (-4.232, -4.598, 0.699)
H (-4.986, -2.833, -0.301)
C (3.566, 1.130, -5.146)
C (3.159, 0.282, -6.322)
O (2.202, 1.099, -6.974)
C (2.532, 2.394, -6.697)
O (2.111, 3.334, -7.283)
O (3.413, 2.457, -5.671)
F (2.565, -0.874, -5.932)
H (2.896, 0.995, -4.294)
H (4.589, 0.950, -4.826)
H (3.969, 0.049, -7.017)
C (-3.842, 3.117, -0.309)
C (-4.517, 4.228, 0.456)
O (-4.108, 3.977, 1.787)
C (-2.894, 3.354, 1.717)
O (-2.147, 3.232, 2.627)
O (-2.656, 2.906, 0.462)
F (-5.870, 4.145, 0.383)
H (-4.440, 2.204, -0.317)
H (-3.598, 3.392, -1.332)
H (-4.204, 5.233, 0.164)
C (0.699, -4.605, 2.245)
C (0.659, -4.170, 3.688)
O (1.748, -3.265, 3.773)
C (1.896, -2.719, 2.529)
O (2.531, -1.745, 2.291)
O (1.217, -3.433, 1.605)
F (0.883, -5.210, 4.541)
H (1.382, -5.441, 2.086)
H (-0.277, -4.869, 1.843)
H (-0.259, -3.657, 3.981)

=====

# 6
Entry from the OMol25 dataset: C18H15FSi in the gas phase in a non-equilibrium geometry (ωB97M-V with the def2-TZVPD basis set).

LUMO: 0.777 eV
Gap between HOMO and LUMO: 10.10 eV
Energy: -1084.352118 Eh

CARTESIAN COORDINATES (ANGSTROEM)
F (-0.508, 0.750, 2.422)
C (4.225, -1.256, 0.477)
C (-3.112, -3.112, -0.146)
C (-1.003, 3.874, -1.834)
C (3.585, -1.444, 1.680)
C (3.628, -0.511, -0.520)
C (-3.520, -1.984, 0.563)
C (-1.747, -3.266, -0.447)
C (-0.306, 4.065, -0.680)
C (-1.490, 2.606, -2.128)
C (2.307, -0.904, 1.842)
C (2.379, 0.046, -0.322)
C (-2.582, -1.028, 0.924)
C (-0.842, -2.239, -0.169)
C (-0.043, 3.014, 0.173)
C (-1.179, 1.538, -1.298)
C (1.716, -0.154, 0.886)
C (-1.269, -1.138, 0.568)
C (-0.435, 1.731, -0.161)
Si (-0.087, 0.243, 0.942)
H (5.264, -1.611, 0.326)
H (-3.784, -3.945, -0.304)
H (-1.288, 4.687, -2.447)
H (4.069, -2.042, 2.462)
H (4.105, -0.382, -1.488)
H (-4.566, -1.819, 0.806)
H (-1.419, -4.126, -1.010)
H (-0.054, 5.061, -0.364)
H (-2.144, 2.446, -2.938)
H (1.829, -0.961, 2.821)
H (1.883, 0.601, -1.080)
H (-2.850, -0.172, 1.576)
H (0.159, -2.278, -0.606)
H (0.534, 3.168, 1.055)
H (-1.457, 0.544, -1.581)

=====

> Among the records above, which one has the highest energy?

C2H4FN

=====

> Which value of energy does entry 1 give?

-3751.326422 Eh

=====

> Which value of energy does entry 4 give?

-1687.085694 Eh

=====

Copy entry 2 word for word.
Entry from the OMol25 dataset: a molecular structure, C5H5FLiO3Tl in a non-equilibrium geometry (ωB97M-V with the def2-TZVPD basis set).

LUMO: -0.036 eV
Gap between HOMO and LUMO: 7.46 eV
Energy: -699.052418 Eh

CARTESIAN COORDINATES (ANGSTROEM)
C (3.155, 0.634, 0.809)
C (2.075, 1.483, 0.994)
O (-0.204, 2.085, 0.805)
C (0.700, 1.207, 0.647)
O (3.172, -0.537, 0.305)
H (4.134, 1.045, 1.128)
H (2.280, 2.464, 1.423)
C (-3.771, -0.260, -0.953)
C (-3.471, -0.702, 0.266)
O (0.341, 0.068, 0.137)
Tl (1.922, -1.489, -0.361)
Li (-1.475, 0.794, 0.102)
F (-3.447, -0.952, -2.051)
H (-4.319, 0.657, -1.183)
H (-2.967, -1.658, 0.417)
H (-3.804, -0.119, 1.126)